P.
Molecular formula: CH3ClOS
Method: DFT, the ωB97M-V functional and the def2-TZVPD basis

The LUMO energy comes out at -0.040 eV. Its structure (SMILES) is C=O.SCl. The total charge is 0. The orbital gap is 9.518 eV.

Cartesian coordinates (Å):
C  1.11  0.59  -0.88
O  0.85  -0.13  -1.80
H  0.49  1.23  -0.28
H  2.14  0.78  -0.39
S  -1.72  -0.73  1.82
Cl  -2.17  -0.12  -0.03
H  -0.70  -1.64  1.55

Results of the natural (NBO) charge analysis, in e, for atoms 1 through 6:
1 C 0.294
2 O -0.484
3 H 0.107
4 H 0.080
5 S 0.005
6 Cl -0.141

Q.
Molecular formula: CH3ClOS
Method: DFT, the ωB97M-V functional and the def2-TZVPD basis

The LUMO energy comes out at 0.180 eV. Its structure (SMILES) is OC=S.Cl. The total charge is 0. The orbital gap is 9.095 eV.

Cartesian coordinates (Å):
O  -0.03  -0.26  -0.70
C  -1.13  0.16  -0.07
S  -2.52  -0.66  -0.06
H  0.69  0.37  -0.57
H  -1.01  1.12  0.46
Cl  2.28  -0.55  -0.08
H  1.73  -0.17  1.00

Results of the natural (NBO) charge analysis, in e, for atoms 1 through 6:
1 O -0.659
2 C 0.018
3 S -0.046
4 H 0.478
5 H 0.161
6 Cl -0.214

Which one is most stable, and which one is least stable? Q is the most stable of them, while P is the least stable.

P.
Molecular formula: H18O9
Method: DFT, the ωB97M-V functional and the def2-TZVPD basis

The LUMO energy (alpha / beta) comes out at 2.756 / 2.848 eV. The total charge is -1. As for the spin multiplicity: 2. The orbital gap (alpha / beta) is 2.753 / 10.065 eV.

Cartesian coordinates (Å):
O  -1.48  3.91  0.88
H  -1.79  3.80  1.78
H  -1.23  3.03  0.61
O  2.06  -3.06  1.74
H  2.98  -3.04  1.50
H  2.06  -3.13  2.70
O  -1.66  1.29  -1.93
H  -2.20  0.97  -1.21
H  -0.84  1.55  -1.52
O  -1.38  -3.44  -0.20
H  -0.87  -3.78  0.53
H  -1.52  -2.52  0.00
O  -2.58  0.78  0.60
H  -3.40  1.19  0.89
H  -2.54  -0.04  1.09
O  3.11  0.52  -0.64
H  2.53  0.00  -0.08
H  3.65  1.03  -0.03
O  1.14  -2.05  -2.26
H  1.70  -2.58  -1.70
H  0.76  -1.40  -1.67
O  -0.15  -0.55  0.31
H  0.38  -0.73  1.09
H  -0.75  0.15  0.58
O  0.42  2.42  -0.93
H  0.35  3.01  -1.68
H  1.24  2.67  -0.50

Results of the natural (NBO) charge analysis, in e, for atoms 1 through 6:
1 O -0.984
2 H 0.448
3 H 0.488
4 O -1.062
5 H 0.451
6 H 0.433

Q.
Molecular formula: H18O9
Method: DFT, the ωB97M-V functional and the def2-TZVPD basis

The LUMO energy (alpha / beta) comes out at 2.877 / 2.785 eV. The total charge is -1. As for the spin multiplicity: 2. The orbital gap (alpha / beta) is 2.845 / 10.737 eV.

Cartesian coordinates (Å):
O  -3.78  2.24  -3.36
H  -4.52  1.67  -3.18
H  -3.83  2.40  -4.31
O  -6.49  -0.92  -0.74
H  -7.44  -0.86  -0.79
H  -6.27  -1.72  -1.22
O  -8.27  2.55  -2.01
H  -7.45  2.13  -1.73
H  -7.99  3.36  -2.43
O  -5.78  -0.66  2.07
H  -5.89  -1.15  1.26
H  -6.67  -0.47  2.36
O  -4.41  4.44  -1.74
H  -5.05  3.79  -1.44
H  -3.97  4.02  -2.47
O  -2.82  0.01  1.28
H  -3.65  0.45  1.51
H  -2.60  -0.51  2.05
O  -2.32  1.99  -0.95
H  -2.57  1.85  -1.86
H  -2.53  1.16  -0.52
O  -5.33  1.79  -1.13
H  -4.61  2.07  -0.56
H  -5.60  0.95  -0.78
O  -8.43  2.28  1.29
H  -8.23  2.92  1.97
H  -7.62  1.78  1.18

Results of the natural (NBO) charge analysis, in e, for atoms 1 through 6:
1 O -1.002
2 H 0.496
3 H 0.471
4 O -1.451
5 H 0.401
6 H 0.356

Which one is most stable, and which one is least stable? Q is the most stable of them, while P is the least stable.

P.
Molecular formula: C3H8Si
Method: DFT, the ωB97M-V functional and the def2-TZVPD basis

The LUMO energy (alpha / beta) comes out at -0.120 / -0.647 eV. The total charge is 0. The orbital gap (alpha / beta) is 8.079 / 6.369 eV.

Cartesian coordinates (Å):
C  0.31  -0.56  -1.30
C  1.07  -0.01  -0.34
C  1.29  1.31  0.06
Si  -1.94  -0.38  1.27
H  0.61  -1.65  -1.38
H  -0.11  -0.29  -2.22
H  1.48  -0.72  0.27
H  1.00  2.17  -0.47
H  1.94  1.43  0.98
H  -2.74  -1.07  0.13
H  -1.90  1.14  1.34
H  -1.01  -1.39  1.65

Results of the natural (NBO) charge analysis, in e, for atoms 1 through 6:
1 C -0.338
2 C -0.288
3 C -0.318
4 Si 0.437
5 H 0.182
6 H 0.198

Q.
Molecular formula: C3H8Si
Method: DFT, the ωB97M-V functional and the def2-TZVPD basis

The LUMO energy (alpha / beta) comes out at -0.474 / -0.309 eV. The total charge is 0. The orbital gap (alpha / beta) is 7.419 / 7.244 eV.

Cartesian coordinates (Å):
C  -1.26  -1.14  -0.22
C  -0.05  -0.92  -0.86
C  0.22  0.28  -1.49
Si  0.83  1.14  1.89
H  -1.28  -2.11  0.23
H  -2.04  -0.47  -0.12
H  0.78  -1.51  -0.98
H  -0.48  1.09  -1.39
H  1.11  0.69  -1.80
H  0.11  2.30  1.48
H  1.91  0.84  0.95
H  0.14  -0.19  2.31

Results of the natural (NBO) charge analysis, in e, for atoms 1 through 6:
1 C -0.333
2 C -0.280
3 C -0.320
4 Si 0.506
5 H 0.188
6 H 0.193

R.
Molecular formula: C3H8Si
Method: DFT, the ωB97M-V functional and the def2-TZVPD basis

The LUMO energy comes out at 1.007 eV. The total charge is 0. The orbital gap is 10.169 eV.

Cartesian coordinates (Å):
C  -2.22  -0.26  -0.29
C  -1.44  0.48  0.46
C  1.71  -0.76  0.17
Si  0.89  0.90  -0.21
H  -3.25  -0.45  -0.04
H  -1.87  -0.73  -1.20
H  -1.75  0.98  1.36
H  1.30  -1.55  -0.45
H  2.78  -0.74  -0.01
H  1.56  -1.05  1.21
H  1.37  1.99  0.64
H  0.92  1.21  -1.63

Results of the natural (NBO) charge analysis, in e, for atoms 1 through 6:
1 C -0.454
2 C -0.414
3 C -1.093
4 Si 1.026
5 H 0.190
6 H 0.187

Which one is most stable, and which one is least stable? R is the most stable of them, while P is the least stable.

P.
Molecular formula: C5H13N2O
Method: DFT, the ωB97M-V functional and the def2-TZVPD basis

The LUMO energy (alpha / beta) comes out at -8.926 / -11.585 eV. The total charge is +2. As for the spin multiplicity: 2. The orbital gap (alpha / beta) is 9.740 / 7.513 eV.

Cartesian coordinates (Å):
C  -1.91  1.37  0.09
C  -1.31  0.39  1.14
C  0.16  0.21  1.02
C  0.90  -0.97  0.98
N  2.18  -0.85  0.60
C  3.04  -1.80  0.63
N  -1.89  0.77  -1.30
H  -2.93  1.31  0.40
H  -1.45  2.35  0.15
H  -1.43  0.72  2.17
H  -1.79  -0.59  1.02
H  0.80  1.09  1.08
H  0.39  -1.93  0.98
H  2.82  -2.76  1.10
H  4.05  -1.70  0.25
H  -2.13  1.48  -2.00
H  -2.52  -0.03  -1.32
H  -0.95  0.42  -1.46
H  1.67  0.37  -1.20
H  1.38  0.08  -2.60
O  0.92  0.08  -1.74

Results of the natural (NBO) charge analysis, in e, for atoms 1 through 6:
1 C -0.215
2 C -0.512
3 C 0.097
4 C 0.122
5 N -0.406
6 C 0.190

Q.
Molecular formula: C5H13N2O
Method: DFT, the ωB97M-V functional and the def2-TZVPD basis

The LUMO energy (alpha / beta) comes out at -11.856 / -12.217 eV. The total charge is +2. As for the spin multiplicity: 2. The orbital gap (alpha / beta) is 7.619 / 7.122 eV.

Cartesian coordinates (Å):
C  -0.42  -0.69  1.81
C  -1.22  0.55  1.29
C  -0.53  1.31  0.19
C  -0.64  0.83  -1.15
N  0.28  -0.34  -1.61
C  0.42  1.22  -2.09
N  -0.21  -1.82  0.93
H  -0.68  -0.97  2.84
H  0.63  -0.35  1.82
H  -1.39  1.17  2.16
H  -2.15  0.11  0.97
H  -0.03  2.29  0.22
H  -1.70  0.77  -1.49
H  1.22  1.73  -1.58
H  0.19  1.44  -3.14
H  -0.87  -2.14  0.23
H  0.67  -2.30  0.95
H  3.02  -0.76  -0.08
H  1.53  -0.47  -0.30
H  -0.32  -0.79  -2.34
O  2.17  -0.79  0.37

Results of the natural (NBO) charge analysis, in e, for atoms 1 through 6:
1 C -0.285
2 C -0.556
3 C 0.472
4 C -0.333
5 N -0.567
6 C -0.184

Which one is most stable, and which one is least stable? P is the most stable of them, while Q is the least stable.

P.
Molecular formula: C3H14O3S2
Method: DFT, the ωB97M-V functional and the def2-TZVPD basis

The LUMO energy comes out at 0.454 eV. Its structure (SMILES) is CCSSC.O.O.O. The total charge is 0. The orbital gap is 9.201 eV.

Cartesian coordinates (Å):
C  -0.65  -0.94  -1.44
C  -1.20  -1.66  -0.17
S  -0.62  -1.11  1.43
S  -1.21  0.82  1.60
C  0.37  1.74  1.47
H  -0.87  0.12  -1.40
H  -1.15  -1.34  -2.32
H  0.43  -1.06  -1.53
H  -2.28  -1.75  -0.27
H  -0.87  -2.69  -0.33
H  0.16  2.79  1.36
H  0.96  1.60  2.36
H  0.86  1.41  0.56
O  3.14  -0.93  1.32
H  2.32  -1.35  1.64
H  3.64  -0.91  2.15
O  2.21  1.00  -1.14
H  2.85  0.72  -1.81
H  2.36  0.40  -0.40
O  -3.36  1.07  -1.40
H  -3.05  0.46  -0.71
H  -4.03  1.61  -0.95

Results of the natural (NBO) charge analysis, in e, for atoms 1 through 6:
1 C -0.619
2 C -0.570
3 S 0.079
4 S 0.060
5 C -0.732
6 H 0.224

Q.
Molecular formula: C3H14O3S2
Method: DFT, the ωB97M-V functional and the def2-TZVPD basis

The LUMO energy comes out at 0.467 eV. Its structure (SMILES) is CCSSC.O.O.O. The total charge is 0. The orbital gap is 9.596 eV.

Cartesian coordinates (Å):
C  0.36  -0.50  -1.59
C  1.47  -1.35  -1.00
S  1.18  -1.62  0.81
S  1.55  0.18  1.65
C  -0.04  0.94  2.01
H  0.11  0.27  -0.86
H  0.64  0.07  -2.45
H  -0.56  -1.06  -1.75
H  2.44  -0.90  -1.06
H  1.52  -2.39  -1.33
H  -0.56  0.37  2.78
H  -0.69  1.07  1.14
H  0.25  1.90  2.44
O  -2.24  -1.71  0.56
H  -1.29  -1.92  0.50
H  -2.48  -1.64  1.49
O  -2.43  0.99  -0.45
H  -3.27  1.42  -0.30
H  -2.51  0.05  -0.23
O  2.48  2.19  -0.86
H  2.45  1.49  -0.19
H  1.62  2.18  -1.29

Results of the natural (NBO) charge analysis, in e, for atoms 1 through 6:
1 C -0.640
2 C -0.502
3 S 0.041
4 S 0.076
5 C -0.761
6 H 0.215

Which one is most stable, and which one is least stable? Q is the most stable of them, while P is the least stable.

P.
Molecular formula: C2H3I3O2
Method: DFT, the ωB97M-V functional and the def2-TZVPD basis

The LUMO energy comes out at -0.547 eV. The total charge is 0. The orbital gap is 8.551 eV.

Cartesian coordinates (Å):
C  0.61  0.40  -0.18
C  -0.51  -0.49  0.22
O  0.28  1.29  -1.10
O  -0.17  -1.39  1.16
I  1.26  1.36  1.67
I  -0.84  -1.55  -1.82
I  -2.28  0.68  0.52
H  1.62  -0.05  -0.47
H  0.71  1.31  -1.94
H  -0.67  -1.55  1.95

Results of the natural (NBO) charge analysis, in e, for atoms 1 through 6:
1 C -0.085
2 C 0.074
3 O -0.724
4 O -0.733
5 I 0.022
6 I -0.002

Q.
Molecular formula: C2H3I3O2
Method: DFT, the ωB97M-V functional and the def2-TZVPD basis

The LUMO energy comes out at -0.679 eV. The total charge is 0. The orbital gap is 9.111 eV.

Cartesian coordinates (Å):
C  -1.05  0.95  -0.14
C  -1.41  0.42  -1.49
O  0.05  0.50  0.48
O  -1.98  0.99  -2.35
I  4.48  -0.83  1.94
I  -2.93  0.44  0.97
I  -0.83  -1.65  -1.76
H  -1.04  2.04  -0.16
H  0.17  -0.46  0.36
H  4.53  -2.39  2.13

Results of the natural (NBO) charge analysis, in e, for atoms 1 through 6:
1 C -0.051
2 C 0.436
3 O -0.667
4 O -0.473
5 I -0.095
6 I 0.026

R.
Molecular formula: C2H3I3O2
Method: DFT, the ωB97M-V functional and the def2-TZVPD basis

The LUMO energy comes out at -2.611 eV. The total charge is 0. The orbital gap is 6.086 eV.

Cartesian coordinates (Å):
C  -0.12  -0.60  0.48
C  0.99  -0.25  -0.29
O  2.04  -0.99  -0.02
O  1.17  0.55  -1.35
I  -0.90  2.98  0.12
I  -2.07  0.43  0.74
I  -4.43  -1.41  1.46
H  -0.06  -1.47  1.07
H  2.74  -0.67  -0.61
H  0.64  1.43  -1.60

Results of the natural (NBO) charge analysis, in e, for atoms 1 through 6:
1 C -0.554
2 C 0.634
3 O -0.635
4 O -0.730
5 I -0.330
6 I 0.697

Which one is most stable, and which one is least stable? Q is the most stable of them, while R is the least stable.